1.
{"formula": "C29H33BrN2O2PbS3", "method": "wB97M-V/def2-TZVPD", "gap_ev": 6.77, "total_energy_ev": -145477.5989, "relative_energy_kj_mol": 83.3, "symbols": ["Pb", "Br", "S", "S", "S", "O", "O", "N", "N", "C", "C", "C", "C", "C", "C", "C", "C", "C", "C", "C", "C", "C", "C", "C", "C", "C", "C", "C", "C", "C", "C", "C", "C", "C", "C", "C", "C", "C", "H", "H", "H", "H", "H", "H", "H", "H", "H", "H", "H", "H", "H", "H", "H", "H", "H", "H", "H", "H", "H", "H", "H", "H", "H", "H", "H", "H", "H", "H", "H", "H", "H"], "positions_angstrom": [[-0.287, 0.020, 0.619], [0.469, 0.483, 3.560], [-3.277, -0.145, -0.630], [-0.513, -0.330, -2.885], [-3.039, -3.073, -3.178], [4.353, 1.848, -2.565], [0.538, 1.181, -1.184], [2.617, 1.337, -0.131], [2.109, 0.879, 0.974], [-1.016, -5.160, 0.283], [3.006, -0.545, 4.192], [-1.373, -2.804, -3.867], [1.193, -3.927, -0.833], [0.779, -5.161, -1.298], [5.166, -1.184, 3.052], [6.936, -2.127, 4.377], [4.357, -1.064, 4.186], [1.841, 1.345, -1.397], [0.530, -3.302, 0.223], [2.850, 0.666, 2.010], [4.855, -1.534, 5.408], [2.784, 5.072, -3.330], [-3.206, 0.348, -2.393], [6.446, -1.693, 3.158], [3.723, 4.054, -3.302], [-2.758, -2.800, -1.388], [2.356, 0.145, 3.237], [6.124, -2.067, 5.500], [1.550, 4.896, -2.730], [2.178, 2.666, -2.075], [-0.590, -3.937, 0.763], [-1.127, -1.368, -4.289], [-0.323, -5.789, -0.740], [1.250, 3.691, -2.117], [1.023, -2.032, 0.785], [-1.856, 0.894, -2.811], [-3.801, -1.894, -0.760], [3.431, 2.858, -2.660], [7.060, -1.758, 2.273], [-3.962, 1.124, -2.522], [-4.743, -1.918, -1.312], [2.035, -1.856, 0.430], [-0.350, -1.329, -5.054], [3.913, 0.898, 1.965], [7.932, -2.535, 4.447], [-2.031, -0.918, -4.694], [-2.784, -3.787, -0.925], [0.286, 3.511, -1.666], [-0.625, -6.767, -1.086], [-1.488, 1.622, -2.091], [5.066, 1.999, -3.198], [1.064, -2.113, 1.872], [4.223, -1.480, 6.284], [3.028, 6.002, -3.821], [4.793, -0.926, 2.074], [3.627, 1.435, -0.220], [-3.497, -0.529, -2.968], [2.058, -3.442, -1.268], [6.475, -2.444, 6.448], [-3.988, -2.186, 0.273], [-1.127, -3.453, 1.569], [-1.931, 1.363, -3.794], [-0.645, -3.125, -3.122], [2.446, -0.780, 5.087], [-1.323, -3.475, -4.724], [1.334, -5.644, -2.089], [-1.759, -2.382, -1.272], [2.282, 0.530, -2.015], [0.827, 5.698, -2.733], [-1.887, -5.640, 0.709], [4.685, 4.193, -3.780]], "atomic_forces_ev_per_a": [[0.24, -0.25, -0.69], [0.63, 0.01, 0.56], [-0.34, -0.25, -0.41], [-0.41, -0.51, -0.84], [0.20, -0.05, 0.13], [0.11, -0.22, -0.02], [-0.34, 0.23, 1.14], [0.61, 0.32, -0.04], [0.02, -0.33, 0.49], [0.01, -0.20, 0.08], [-0.88, 0.41, -0.38], [-0.47, -0.03, 0.02], [-0.05, 0.08, -0.02], [0.03, -0.05, -0.11], [-0.12, 0.01, 0.08], [-0.01, -0.05, 0.04], [0.51, -0.20, 0.02], [0.35, -0.18, -0.50], [-0.12, 0.14, 0.11], [0.45, 0.53, -0.81], [-0.10, 0.11, -0.19], [0.03, -0.01, -0.02], [-0.23, 0.05, 0.35], [0.13, -0.02, -0.04], [0.07, -0.10, -0.01], [-0.09, -0.37, -0.33], [-0.58, -0.51, 1.05], [0.12, -0.04, 0.05], [-0.10, 0.13, 0.04], [0.24, -0.20, -0.08], [0.06, -0.02, -0.03], [0.32, 0.30, 0.47], [-0.06, -0.17, -0.06], [0.10, -0.04, -0.05], [-0.08, 0.36, -0.12], [0.35, -0.28, -0.01], [0.16, 0.53, -0.06], [-0.34, 0.40, -0.10], [0.07, -0.06, -0.08], [-0.02, -0.03, -0.08], [-0.03, -0.10, 0.14], [0.13, 0.27, -0.05], [0.00, 0.00, -0.04], [-0.03, -0.01, 0.01], [0.10, -0.04, 0.02], [-0.03, -0.02, -0.12], [0.02, 0.17, 0.03], [-0.07, 0.00, 0.05], [-0.07, -0.01, -0.06], [-0.03, 0.16, -0.11], [-0.10, 0.03, 0.14], [-0.01, 0.11, 0.15], [-0.01, 0.00, 0.05], [0.00, 0.08, -0.04], [-0.05, 0.02, -0.02], [-0.14, -0.08, 0.13], [0.00, 0.11, -0.10], [0.05, -0.01, -0.01], [0.08, 0.00, 0.09], [-0.08, -0.03, 0.01], [-0.05, 0.01, 0.11], [-0.04, 0.09, 0.07], [0.06, -0.14, -0.08], [-0.07, 0.04, 0.03], [0.09, -0.04, -0.02], [0.02, -0.06, -0.10], [-0.04, -0.12, 0.04], [-0.17, 0.10, 0.07], [-0.07, 0.04, -0.05], [-0.03, -0.01, 0.07], [0.09, -0.01, 0.02]], "mulliken_charge": [1.02, -0.23, -0.15, 0.19, -0.18, -0.55, -0.77, 0.06, -0.25, -0.64, -0.83, -0.11, -0.39, -0.62, -0.29, -0.43, 1.01, 0.36, 0.74, -0.66, -0.69, -0.52, -0.52, -0.69, -0.76, 0.55, -0.03, -0.54, -0.94, -0.10, -0.27, -1.08, -0.47, -0.16, -1.70, -0.73, -0.87, 0.82, 0.39, 0.56, 0.41, 0.47, 0.51, 0.91, 0.38, 0.41, 0.38, 0.26, 0.40, 0.16, 0.33, 0.48, 0.33, 0.38, 0.44, 0.32, 0.17, 0.38, 0.38, 0.40, 0.39, 0.52, -0.17, 0.29, 0.46, 0.40, -0.77, 0.28, 0.40, 0.45, 0.29]}

2.
{"formula": "C3H6N", "method": "wB97M-V/def2-TZVPD", "gap_ev": [6.00, 8.54], "total_energy_ev": -4680.6989, "relative_energy_kj_mol": 436.4, "total_charge": 1, "spin_multiplicity": 3, "symbols": ["N", "C", "C", "C", "H", "H", "H", "H", "H", "H"], "positions_angstrom": [[-1.058, -0.030, 0.272], [0.004, -0.740, -0.477], [1.143, -0.021, 0.310], [0.055, 0.703, -0.369], [-0.020, -1.272, -1.376], [-0.300, 1.470, -1.263], [-1.981, 0.159, 0.003], [1.995, -0.130, -0.195], [-1.225, -0.144, 1.320], [1.085, 0.012, 1.328]], "atomic_forces_ev_per_a": [[-4.91, 0.60, 2.37], [1.72, -9.44, 2.70], [-1.71, 0.82, -4.75], [-0.24, 10.80, 0.73], [0.03, -0.44, -1.51], [1.65, -2.30, 2.31], [-1.38, 0.38, -1.70], [3.48, -0.10, -1.54], [1.69, 0.02, -1.36], [-0.32, -0.34, 2.75]], "mulliken_charge": [-0.24, -0.12, -0.56, 0.09, 0.34, 0.35, 0.27, 0.30, 0.30, 0.27]}

3.
{"formula": "C3H11NO3", "method": "wB97M-V/def2-TZVPD", "smiles": "CCNC=O.O.O", "gap_ev": 10.63, "total_energy_ev": -10922.1077, "relative_energy_kj_mol": 86.6, "symbols": ["O", "O", "O", "N", "C", "C", "C", "H", "H", "H", "H", "H", "H", "H", "H", "H", "H", "H"], "positions_angstrom": [[0.089, 2.885, 0.782], [3.037, 0.832, 0.512], [-2.074, 0.504, 1.050], [-0.772, -0.577, -0.428], [0.116, -1.702, -0.694], [0.071, -2.123, -2.155], [-1.474, -0.495, 0.709], [3.781, 0.852, 1.120], [-0.815, 2.643, 0.547], [-1.471, -1.387, 1.347], [-0.572, 0.305, -0.891], [1.146, -1.531, -0.410], [2.421, 1.564, 0.523], [-0.318, -2.518, -0.113], [-0.828, -2.587, -2.556], [0.880, -2.825, -2.383], [0.260, -1.237, -2.779], [0.308, 2.611, 1.674]], "atomic_forces_ev_per_a": [[0.57, 0.33, -0.70], [0.04, -1.23, -0.70], [-0.21, 0.36, 0.22], [1.00, -0.19, -0.41], [-1.26, -0.78, -0.48], [0.77, 0.43, -0.88], [-0.24, 0.66, 0.33], [-0.54, 0.77, 0.07], [0.08, -0.31, 0.66], [0.02, -0.29, -0.19], [-0.20, -0.22, 0.12], [0.15, 0.24, 0.27], [0.35, 0.49, 0.57], [0.44, -0.08, 0.25], [-0.36, 0.12, 0.56], [0.01, 0.10, 0.18], [0.01, -0.20, 0.03], [-0.63, -0.20, 0.10]], "mulliken_charge": [-0.64, -0.65, -0.56, -0.09, -0.20, -1.16, 0.06, 0.31, 0.30, 0.28, 0.26, 0.20, 0.34, 0.26, 0.32, 0.35, 0.30, 0.32]}